# 1
Entry from the OMol25 dataset: 16 unconnected molecules or ions with the total composition C18H68N20O16 (ωB97M-V with the def2-TZVPD basis set).

Calculated values
E = -3025.39741 Ha
LUMO energy = -0.2 eV

Geometry (Å):
C (1.7707, -3.7499, -0.6453)
C (2.6907, -4.1529, 0.4487)
O (2.4127, -3.3999, 1.5617)
H (2.0167, -2.7169, -0.9103)
H (0.8067, -3.6779, -0.2643)
H (1.8817, -4.5799, -1.3983)
H (3.7947, -4.0449, 0.1687)
H (2.6027, -5.2239, 0.8217)
H (1.7867, -3.7369, 2.1907)
C (-1.6163, -4.4909, 0.0817)
C (-2.1153, -4.1299, -1.3053)
O (-1.1103, -3.8629, -2.1563)
H (-0.8213, -5.2869, -0.0323)
H (-2.4483, -4.9009, 0.6337)
H (-1.2283, -3.6999, 0.6807)
H (-2.7353, -3.2419, -1.3953)
H (-2.7563, -4.8979, -1.7403)
H (-1.4853, -3.8349, -3.0543)
C (1.3177, -3.2919, -4.4003)
O (0.8187, -4.6169, -4.3603)
N (2.1247, -2.7819, -5.2653)
N (0.8807, -2.3619, -3.5513)
H (2.6167, -3.5019, -5.8293)
H (2.4507, -1.8439, -5.4353)
H (0.1887, -2.8039, -2.9653)
H (1.3907, -1.5959, -3.1403)
C (-3.6803, -0.8879, 1.5717)
O (-4.6003, -1.2719, 2.5267)
N (-3.1143, 0.2641, 1.5947)
N (-3.2373, -1.6449, 0.6567)
H (-3.4193, 0.9861, 2.3047)
H (-2.2673, 0.5801, 1.1367)
H (-2.2833, -1.3919, 0.3527)
H (-3.6223, -2.6149, 0.5347)
C (1.5547, -1.1919, 4.4167)
O (1.2867, -2.5319, 4.5797)
N (1.4157, -0.5389, 3.3387)
N (1.9817, -0.3979, 5.3447)
H (1.0877, -1.0979, 2.4747)
H (1.9237, 0.4061, 3.2087)
H (2.0587, -0.8729, 6.2237)
H (1.9777, 0.6731, 5.3977)
C (-0.1783, -0.8499, 0.2307)
O (0.2817, -1.5639, 1.3097)
N (-0.6213, -1.4249, -0.8453)
N (-0.1163, 0.4531, 0.2327)
H (-0.6083, -2.4019, -0.9743)
H (-1.0063, -0.8289, -1.7033)
H (0.3387, 1.0251, 0.9457)
H (-0.5073, 1.1651, -0.4733)
C (-1.4363, 4.0001, 1.8607)
O (-1.9323, 3.0581, 0.9237)
N (-0.9803, 3.6461, 3.0257)
N (-1.2563, 5.2721, 1.5947)
H (-0.9893, 2.6111, 3.2047)
H (-0.2113, 4.1761, 3.5677)
H (-1.4313, 5.6701, 0.6637)
H (-0.7563, 5.9351, 2.2317)
C (-0.1543, 5.1261, -1.6483)
O (0.9437, 5.5951, -2.3663)
N (-0.2323, 3.9641, -1.0783)
N (-1.2023, 5.8691, -1.3633)
H (0.6097, 3.4231, -1.1453)
H (-0.8913, 3.7401, -0.3173)
H (-1.1383, 6.8251, -1.7253)
H (-2.1543, 5.4381, -1.4673)
C (2.1057, 2.7601, 2.2907)
O (2.2027, 3.6951, 3.3567)
N (1.4947, 3.0011, 1.1557)
N (2.6907, 1.5711, 2.2637)
H (0.9627, 3.8581, 1.0107)
H (1.9137, 2.6111, 0.2747)
H (3.3137, 1.2911, 3.0867)
H (2.7207, 0.9791, 1.5317)
C (3.1617, -0.1339, -3.8663)
O (4.3647, -0.6379, -3.6593)
N (2.2377, 0.0001, -2.9383)
N (2.6997, 0.0481, -5.1013)
H (2.5747, -0.0909, -1.9723)
H (1.2557, 0.3331, -3.0713)
H (3.3627, 0.0471, -5.8503)
H (1.7377, 0.2471, -5.4503)
C (-1.0203, 1.0201, -2.7413)
O (0.0817, 1.2551, -3.6203)
N (-1.7843, -0.0409, -2.9953)
N (-1.4003, 1.7871, -1.7373)
H (-1.5013, -0.4679, -3.8903)
H (-2.7233, -0.1669, -2.5613)
H (-1.0493, 2.7241, -1.5463)
H (-2.3793, 1.6421, -1.3533)
C (-4.5243, 0.7001, -1.6653)
O (-5.2583, 1.4331, -2.6643)
N (-4.1453, -0.5069, -1.6883)
N (-4.0993, 1.3581, -0.5583)
H (-4.3533, -1.3039, -2.4043)
H (-3.8223, -0.8529, -0.7793)
H (-4.5643, 2.2511, -0.4843)
H (-3.6693, 0.9331, 0.2977)
C (4.0057, -0.1989, -0.1163)
O (2.6927, -0.5329, -0.2603)
H (4.4537, -1.1429, -0.1133)
H (4.2097, 0.1361, 0.8667)
H (4.4967, 0.3801, -0.9143)
H (2.4107, -1.3289, 0.3547)
C (-1.8693, -2.0069, 3.8227)
O (-2.2513, -3.2799, 3.4057)
H (-2.6253, -1.2939, 3.8757)
H (-1.0213, -1.8259, 3.2117)
H (-1.4643, -2.1669, 4.8577)
H (-1.4243, -3.6969, 3.2297)
C (2.6617, 3.2151, -2.2413)
O (1.9627, 2.2421, -1.4723)
H (3.5667, 2.7751, -2.5313)
H (2.8587, 4.2661, -1.7293)
H (2.0547, 3.4731, -3.1173)
H (1.9917, 1.5101, -2.0493)
C (-1.1753, 1.1031, 5.1007)
O (-0.9073, 0.9681, 3.6897)
H (-2.2253, 0.9891, 5.4967)
H (-1.0363, 2.1581, 5.3827)
H (-0.4793, 0.5791, 5.8007)
H (-0.1453, 0.3731, 3.6977)

Löwdin population analysis, charges in e, atoms 1 to 8: atom 1 (C): -0.0836, atom 2 (C): -0.3436, atom 3 (O): -0.0871, atom 4 (H): 0.0630, atom 5 (H): 0.0072, atom 6 (H): 0.1219, atom 7 (H): 0.1355, atom 8 (H): 0.1333

=====

# 2
Entry from the OMol25 dataset: a molecular structure, C18H69AlFN32O16 (ωB97M-V with the def2-TZVPD basis set).

Calculated values
total charge = -1
E = -4026.24172 Ha
LUMO energy = 1.2 eV

Geometry (Å):
C (-0.4018, 5.6723, -3.3732)
C (0.4581, 5.0955, -2.4937)
Al (-0.1438, 3.2042, -1.8902)
F (0.1552, 2.9175, -0.1205)
H (-1.0494, 6.5041, -3.0838)
H (-0.5272, 5.2513, -4.3631)
H (1.3814, 5.5801, -2.1577)
H (-1.6671, 2.9348, -2.3215)
H (0.7726, 2.1630, -2.6516)
C (-2.6236, -0.1961, -1.3750)
O (-2.9845, 0.9130, -1.7238)
N (-1.6081, -0.3602, -0.4738)
N (-3.1783, -1.3586, -1.8402)
H (-1.2812, -1.2551, -0.1618)
H (-1.1666, 0.4766, -0.1247)
H (-3.9221, -1.2689, -2.5045)
H (-2.8881, -2.2777, -1.5590)
C (3.3381, 1.1892, 1.5307)
O (3.4470, 0.9867, 0.3334)
N (2.3925, 2.0154, 2.0626)
N (4.1661, 0.5941, 2.4535)
H (2.3003, 2.1836, 3.0470)
H (1.7508, 2.4743, 1.4183)
H (4.8689, -0.0276, 2.1035)
H (4.0965, 0.7410, 3.4493)
C (-3.9978, 6.0791, -4.8866)
O (-2.7920, 6.1539, -4.9298)
N (-4.5954, 5.0331, -4.2346)
N (-4.8421, 6.9964, -5.4662)
H (-5.5861, 4.9011, -4.1661)
H (-3.9800, 4.3686, -3.7938)
H (-4.4172, 7.7667, -5.9458)
H (-5.8410, 6.9346, -5.4299)
C (2.4910, 0.5222, 5.8989)
O (3.6938, 0.3140, 5.7463)
N (1.9588, 1.7664, 5.7320)
N (1.6006, -0.4467, 6.2333)
H (0.9860, 1.9796, 5.8486)
H (2.5830, 2.5111, 5.4834)
H (1.9524, -1.3762, 6.3580)
H (0.6153, -0.2797, 6.3529)
C (7.0849, 4.1791, 1.8010)
O (8.1212, 4.8086, 1.9730)
N (6.3741, 3.6426, 2.8348)
N (6.5515, 3.9604, 0.5646)
H (5.5235, 3.1215, 2.7100)
H (6.7311, 3.7802, 3.7603)
H (7.0437, 4.3418, -0.2201)
H (5.7013, 3.4474, 0.4044)
C (-1.3344, -5.1740, -1.4777)
O (-1.7547, -4.0308, -1.3379)
N (-0.0030, -5.4545, -1.4948)
N (-2.1521, -6.2537, -1.6266)
H (0.3650, -6.3806, -1.6078)
H (0.6306, -4.6834, -1.3900)
H (-3.1418, -6.0922, -1.6164)
H (-1.8070, -7.1904, -1.7425)
C (1.8335, 5.4700, 6.6741)
O (1.3575, 4.6462, 5.9103)
N (1.4957, 5.5203, 8.0014)
N (2.7399, 6.3982, 6.2622)
H (1.8732, 6.1876, 8.6454)
H (0.8306, 4.8467, 8.3305)
H (2.9973, 6.3872, 5.2920)
H (3.1572, 7.0865, 6.8589)
C (-2.1568, -2.0034, 6.1848)
O (-1.0975, -1.4423, 6.4220)
N (-2.9493, -2.5137, 7.1747)
N (-2.6278, -2.1603, 4.9175)
H (-3.8217, -2.9754, 7.0046)
H (-2.6276, -2.4104, 8.1181)
H (-2.0679, -1.7924, 4.1701)
H (-3.4940, -2.6130, 4.6964)
C (-3.7734, 1.4617, -6.8676)
O (-4.0655, 0.5745, -7.6587)
N (-3.8223, 2.7856, -7.2020)
N (-3.3669, 1.2042, -5.5898)
H (-3.5841, 3.5280, -6.5673)
H (-4.1024, 3.0155, -8.1357)
H (-3.3116, 0.2431, -5.3114)
H (-3.1124, 1.9158, -4.9259)
C (-6.0286, -3.8804, -0.9922)
O (-5.7359, -3.5843, 0.1489)
N (-5.0891, -4.1499, -1.9516)
N (-7.3310, -3.9714, -1.4143)
H (-5.3150, -4.3969, -2.8961)
H (-4.1186, -4.0874, -1.6813)
H (-8.0445, -3.7787, -0.7376)
H (-7.5977, -4.2118, -2.3492)
C (-2.0609, -10.0538, -2.2422)
O (-1.1095, -9.2901, -2.1560)
N (-2.6419, -10.6287, -1.1554)
N (-2.6123, -10.3897, -3.4494)
H (-3.4192, -11.2581, -1.2109)
H (-2.2570, -10.4109, -0.2530)
H (-2.2046, -9.9805, -4.2694)
H (-3.3915, -11.0111, -3.5510)
C (0.9589, 1.2099, -5.8876)
O (0.5975, 1.6542, -4.8213)
N (2.1877, 0.6186, -6.0250)
N (0.1819, 1.2565, -7.0302)
H (2.5350, 0.2303, -6.8801)
H (2.7564, 0.5935, -5.1855)
H (-0.7220, 1.6838, -6.9508)
H (0.4713, 0.8911, -7.9163)
C (-4.7918, 2.0539, 2.3130)
O (-5.2203, 2.5259, 3.3585)
N (-3.5157, 1.6069, 2.1700)
N (-5.5618, 1.9339, 1.1901)
H (-3.1564, 1.2211, 1.3133)
H (-2.9058, 1.6815, 2.9612)
H (-6.5090, 2.2527, 1.2482)
H (-5.2216, 1.5552, 0.3234)
C (-0.0091, -13.2655, 0.2200)
O (-0.6982, -12.3910, 0.7118)
N (0.0395, -13.4833, -1.1291)
N (0.7716, -14.0963, 0.9755)
H (0.5994, -14.1937, -1.5591)
H (-0.5194, -12.8845, -1.7085)
H (0.7579, -13.9589, 1.9684)
H (1.3472, -14.8206, 0.5918)
C (5.3259, 0.9653, -3.6508)
O (4.1654, 1.0206, -4.0004)
N (6.3401, 1.5482, -4.3693)
N (5.7084, 0.3252, -2.5066)
H (7.3030, 1.5197, -4.0964)
H (6.0840, 2.0311, -5.2095)
H (4.9802, -0.0935, -1.9537)
H (6.6564, 0.2696, -2.1896)
C (6.0263, 8.4298, 5.7770)
O (4.8388, 8.5918, 5.5487)
N (6.9976, 8.9680, 4.9852)
N (6.4816, 7.6939, 6.8380)
H (7.9786, 8.8458, 5.1463)
H (6.6969, 9.5078, 4.1955)
H (5.7954, 7.2784, 7.4379)
H (7.4524, 7.5476, 7.0365)

Löwdin population analysis, charges in e, atoms 1 to 8: atom 1 (C): -0.1994, atom 2 (C): -0.2611, atom 3 (Al): 0.2120, atom 4 (F): -0.3794, atom 5 (H): 0.0195, atom 6 (H): 0.0182, atom 7 (H): -0.0036, atom 8 (H): -0.0918

=====

# 3
Entry from the OMol25 dataset: a molecular structure, C18H8CeN7O5S3SbSe (ωB97M-V with the def2-TZVPD basis set).

Calculated values
expectation value of S² = 0.7573
multiplicity = 2
total charge = -1
E = -5761.91625 Ha
LUMO energy (spin up / spin down) = 0.4 / -0.6 eV

Geometry (Å):
Ce (1.0060, -1.1682, -1.2930)
O (5.0396, -0.3927, 0.2073)
C (4.0392, -0.6218, -0.4712)
O (2.9171, -1.1377, -0.1423)
C (3.9482, -0.2311, -2.0827)
O (4.8821, 0.2214, -2.7123)
O (2.7526, -0.5015, -2.4893)
Se (-1.8874, 1.4672, 6.0576)
N (-1.8456, -0.1247, 5.2257)
C (-1.2628, 0.0094, 4.0520)
C (-1.0574, -1.0813, 3.1267)
C (-1.4787, -2.3775, 3.3724)
C (-1.2238, -3.3773, 2.4308)
C (-0.5136, -3.0406, 1.2794)
N (-0.0278, -1.8296, 1.0870)
C (-0.3432, -0.8063, 1.9241)
C (0.0664, 0.5835, 1.5898)
N (0.6718, 0.8437, 0.3910)
C (1.0896, 2.0911, 0.1156)
C (0.8443, 3.1805, 0.9328)
C (0.2070, 2.9671, 2.1679)
C (-0.1818, 1.6608, 2.4863)
C (-0.8518, 1.3511, 3.7364)
N (-1.1253, 2.2653, 4.6544)
H (-2.0080, -2.5952, 4.2870)
H (-1.6591, -4.3850, 2.5397)
H (-0.2941, -3.7425, 0.4571)
H (1.6004, 2.2473, -0.8394)
H (1.0874, 4.1880, 0.5795)
H (0.0296, 3.7692, 2.8759)
S (-1.3827, -5.8219, -1.0771)
Sb (-0.7133, -4.0960, -2.6919)
S (-1.6493, -1.9547, -1.8726)
S (1.6313, -3.6146, -2.0603)
N (-0.8254, 0.1216, -4.4417)
C (-0.6418, 1.0204, -3.4672)
O (0.1107, 0.7613, -2.4857)
C (-1.3313, 2.3116, -3.5616)
C (-1.2771, 3.2261, -2.5235)
N (-1.1950, 4.0075, -1.6670)
C (-2.1257, 2.5051, -4.6877)
N (-2.7603, 2.6238, -5.6588)
H (-1.4686, 0.3438, -5.2004)
H (-0.7925, -0.8669, -4.1508)

Löwdin population analysis, charges in e, atoms 1 to 8: atom 1 (Ce): 0.5112, atom 2 (O): 0.0693, atom 3 (C): -0.4931, atom 4 (O): -0.1824, atom 5 (C): -0.4925, atom 6 (O): 0.0913, atom 7 (O): -0.1868, atom 8 (Se): 1.0945

=====

# 4
Entry from the OMol25 dataset: 34 unconnected molecules or ions with the total composition C18H99BFN2O39S (ωB97M-V with the def2-TZVPD basis set).

Calculated values
total charge = +1
E = -4311.22143 Ha
LUMO energy = -6.6 eV

Geometry (Å):
C (3.3444, 5.2121, 4.5928)
C (2.8280, 3.6720, 4.8712)
O (1.4443, 3.5806, 4.3779)
B (1.3727, 2.7111, 3.1505)
O (2.4586, 2.7420, 2.1125)
C (0.0356, 1.7800, 2.9989)
C (-0.9536, 1.5831, 1.7290)
C (-0.5503, 2.4064, 0.3288)
C (-0.7390, 1.4475, -1.0299)
C (0.6093, 1.3727, -1.9625)
C (1.5892, 0.2053, -1.3545)
C (1.7641, -1.1076, -2.3272)
C (3.1980, -1.8639, -1.9669)
C (3.0129, -3.4501, -1.5938)
C (3.0068, -4.4619, -2.8903)
C (4.3736, -5.3611, -3.0534)
C (3.9641, -6.9277, -3.4304)
C (3.7478, -7.7484, -2.0113)
O (2.4301, -8.4034, -1.9954)
C (2.5956, -9.8840, -1.8167)
N (-2.2046, 0.7716, 1.5924)
N (-2.6382, 0.0133, 2.6343)
C (-1.8346, 0.0342, 3.8682)
O (-2.3565, -0.8704, 4.9507)
C (-0.4847, 0.8501, 4.2941)
S (0.3862, 0.7881, 5.9601)
O (0.0025, 2.1342, 6.6893)
O (-0.0739, -0.3598, 6.8902)
F (2.1088, 0.7457, 5.8574)
H (4.4956, 5.3565, 4.7974)
H (2.9996, 5.5598, 3.5303)
H (2.7917, 5.9177, 5.3781)
H (2.7799, 3.5574, 6.0577)
H (3.5509, 2.8375, 4.4829)
H (2.4698, 3.7162, 1.8173)
H (0.5643, 2.7483, 0.2913)
H (-1.2415, 3.3534, 0.3149)
H (-1.5791, 1.9875, -1.6835)
H (-1.1099, 0.3664, -0.7765)
H (0.2499, 0.9776, -3.0302)
H (1.1303, 2.4099, -2.1443)
H (1.1330, -0.1744, -0.3388)
H (2.6504, 0.6871, -1.2094)
H (0.9267, -1.9235, -2.1882)
H (1.7981, -0.8593, -3.4805)
H (3.9620, -1.8135, -2.8713)
H (3.7443, -1.3602, -1.0468)
H (1.9959, -3.5835, -1.0170)
H (3.8701, -3.8020, -0.8457)
H (2.0949, -5.2083, -2.7888)
H (2.9121, -3.7802, -3.8532)
H (4.9976, -4.9515, -3.9808)
H (5.0427, -5.4004, -2.0822)
H (2.9866, -6.9803, -4.1113)
H (4.8129, -7.4516, -4.0638)
H (4.6348, -8.4962, -1.8581)
H (3.7407, -6.9331, -1.1509)
H (1.5609, -10.3580, -1.4999)
H (3.3845, -10.1027, -0.9611)
H (2.9275, -10.3304, -2.8482)
H (-2.7914, 0.7528, 0.7037)
H (-2.9680, -0.2923, 5.5281)
O (-2.7954, 4.0603, -1.6925)
H (-3.1755, 4.7652, -2.2380)
H (-3.5637, 3.6616, -1.2568)
O (-2.3727, 6.6206, -2.9034)
H (-1.5296, 6.7694, -3.3572)
H (-2.1488, 6.6942, -1.9635)
O (0.4266, 5.1785, -1.9416)
H (0.5972, 4.5403, -2.6504)
H (-0.3958, 4.8643, -1.5367)
O (-0.0606, -3.3474, 5.9320)
H (-0.1690, -3.7965, 6.7838)
H (-0.1969, -2.4113, 6.1420)
O (-5.1321, 3.2325, -3.1841)
H (-4.5514, 3.4843, -3.9177)
H (-5.8948, 2.8227, -3.6193)
O (-0.0713, -2.7818, -0.5046)
H (-0.1723, -3.3759, 0.2542)
H (-0.7190, -2.0800, -0.3401)
O (1.3171, 5.5192, -4.8966)
H (1.3942, 6.0453, -4.0866)
H (1.5692, 6.1354, -5.6007)
O (-1.5211, 4.6561, 7.5262)
H (-0.8708, 3.9464, 7.6371)
H (-1.0949, 5.2699, 6.9093)
O (-4.2927, 0.9990, -0.4871)
H (-4.6728, 1.7039, -1.0326)
H (-5.0609, 0.6003, -0.0514)
O (6.2210, -4.8476, -5.9161)
H (5.7722, -4.8412, -6.7748)
H (7.1627, -4.8309, -6.1441)
O (-1.2355, 5.3040, 1.7941)
H (-1.3439, 4.8549, 2.6459)
H (-1.3717, 6.2401, 2.0041)
O (-6.2154, 0.5626, 1.7818)
H (-6.3238, 0.1135, 2.6335)
H (-6.3517, 1.4987, 1.9917)
O (4.4857, -3.5833, -8.2368)
H (4.2015, -3.3802, -9.1406)
H (4.7804, -2.7292, -7.8866)
O (-6.7273, 0.8197, -3.0352)
H (-5.8288, 1.1396, -2.8639)
H (-6.8784, 0.1627, -2.3392)
O (-1.1278, 4.1038, 10.9155)
H (-1.5766, 4.1102, 10.0568)
H (-0.1861, 4.1205, 10.6875)
O (-2.3560, -1.1284, -2.2506)
H (-2.4570, -1.7225, -1.4919)
H (-3.0037, -0.4266, -2.0862)
O (1.1463, -10.2448, 1.0499)
H (1.2233, -9.7187, 1.8599)
H (1.3983, -9.6286, 0.3458)
O (-0.8352, 8.8001, -1.0908)
H (-0.1849, 8.0904, -0.9799)
H (-0.4090, 9.4138, -1.7077)
O (3.5039, 3.0275, -1.5989)
H (4.3470, 3.1762, -2.0526)
H (3.7278, 3.1010, -0.6590)
O (-6.6855, 3.6325, 1.7993)
H (-6.9697, 3.8357, 0.8955)
H (-6.3908, 4.4867, 2.1495)
O (-8.7547, 2.9054, -3.0902)
H (-8.1044, 2.1957, -2.9794)
H (-8.3285, 3.5192, -3.7071)
O (1.1924, -5.0981, 0.6000)
H (1.6065, -5.6674, 1.2658)
H (1.4861, -5.4731, -0.2439)
O (8.2812, -6.3363, -7.1824)
H (8.4518, -6.9746, -7.8912)
H (7.4588, -6.6506, -6.7775)
O (-11.0454, 2.0206, -4.7847)
H (-10.1470, 2.3405, -4.6135)
H (-11.1965, 1.3636, -4.0887)
O (2.8845, -3.8220, 7.0457)
H (3.4730, -3.1541, 6.6631)
H (2.0965, -3.7898, 6.4827)
O (-8.1556, 1.5362, 3.6434)
H (-7.5671, 2.2042, 3.2608)
H (-8.9435, 1.5685, 3.0804)
O (-1.7178, 1.2025, 10.6128)
H (-1.5047, 2.1476, 10.5915)
H (-1.0589, 0.8009, 10.0266)
O (4.9362, -1.4976, -5.8083)
H (4.8352, -2.0917, -5.0495)
H (4.2886, -0.7959, -5.6438)
O (-3.2390, -0.2266, 13.1458)
H (-2.6583, 0.0252, 12.4121)
H (-4.0017, -0.6364, 12.7106)
O (-13.9044, 2.9439, -3.2881)
H (-14.1573, 3.6360, -3.9173)
H (-12.9884, 2.7350, -3.5257)
O (3.3787, 5.9463, 7.4236)
H (3.2778, 5.3522, 8.1824)
H (2.7311, 6.6480, 7.5881)
O (4.8125, -3.7239, -11.2054)
H (5.7483, -3.8439, -10.9845)
H (4.7189, -4.1536, -12.0689)
O (10.5516, -4.2631, -7.5309)
H (10.1716, -3.5583, -8.0764)
H (9.7834, -4.6619, -7.0952)

Löwdin population analysis, charges in e, atoms 1 to 8: atom 1 (C): -0.0842, atom 2 (C): -0.2282, atom 3 (O): -0.0639, atom 4 (B): -0.3951, atom 5 (O): 0.0408, atom 6 (C): 0.1479, atom 7 (C): 0.0402, atom 8 (C): -0.0881